[1]
{
  "formula": "C24H43BNO8S",
  "method": "ωB97M-V/def2-TZVPD",
  "total_charge": 1,
  "gap_ev": 6.6,
  "total_energy_ev": -54962.8776,
  "symbols": ["H", "H", "C", "H", "O", "H", "H", "H", "C", "H", "H", "H", "H", "N", "H", "C", "C", "C", "H", "H", "H", "H", "H", "H", "C", "H", "H", "O", "H", "H", "O", "C", "H", "C", "O", "H", "H", "C", "C", "H", "B", "C", "C", "C", "H", "C", "O", "H", "H", "H", "H", "C", "C", "O", "H", "H", "O", "H", "C", "H", "S", "H", "H", "H", "H", "C", "C", "O", "H", "H", "C", "C", "C", "C", "H", "H", "H", "C"],
  "coordinates": [[4.438985, 3.276111, 0.422793], [5.160562, -0.000183, -5.497061], [-3.269286, 0.122459, -3.066720], [3.276707, -0.040798, 2.403551], [-6.788511, -1.965727, -2.838569], [-8.349482, -1.840182, 1.679042], [4.162223, 2.466835, -1.142150], [0.499916, -1.265700, -0.762577], [2.840496, -1.006708, 2.154651], [-10.101294, -1.720750, 1.929318], [7.713850, -3.595824, 3.565217], [-2.908652, -0.240644, -4.015550], [7.521803, 1.079147, -0.017842], [-4.572460, 0.396095, -2.960780], [6.235081, -1.860619, 2.135035], [6.779021, 1.833326, -0.271613], [-3.021944, 0.752251, -0.837451], [6.407325, -1.143627, 2.938011], [-7.378505, -0.218967, -0.202081], [5.161700, -0.094778, -3.726231], [-9.007764, -1.916840, 3.321814], [-2.382766, 0.871839, 0.025249], [-5.183228, 0.244343, -3.756898], [7.269393, -0.521480, 2.694915], [-7.323612, -0.227377, -1.289698], [-4.961649, -2.306864, -1.440137], [7.869476, -3.255769, 5.298305], [0.490809, -1.239509, 1.861067], [0.115275, -0.975888, 4.321107], [3.421686, -1.802980, 2.621162], [-5.698188, -2.036202, -0.877263], [-9.000689, 0.040941, 2.453604], [-9.914855, 0.378743, 4.358594], [-6.608661, 1.064651, -1.795634], [5.909381, -1.702812, 5.191782], [6.763744, 1.966539, -1.354139], [6.436481, 2.093120, -6.582788], [-9.996178, 0.746899, 3.335077], [4.268511, 2.315817, -0.066350], [5.534718, -0.509297, 3.032265], [-0.891586, -0.055399, -1.998868], [-2.455982, 0.286038, -2.015058], [6.640223, -1.866921, 4.241154], [-6.604989, -1.476510, -1.738160], [7.189729, 3.232089, -5.452289], [-9.125425, -1.457562, 2.339876], [-8.135551, 0.652251, 1.861551], [-8.316883, -0.287278, -1.717473], [7.052755, 2.773831, 0.209294], [8.745881, -2.255369, 4.126105], [1.549771, 0.059998, 4.445901], [5.754673, 0.172894, -4.598613], [1.414028, -1.069360, 2.630876], [5.266393, 0.329386, 0.777671], [6.646972, -0.454073, -4.625422], [3.351037, 1.877793, 0.324376], [5.810607, 2.317851, -3.576627], [-7.007148, 1.392306, -2.754070], [-5.136982, 0.823536, -1.848293], [-6.839362, 1.830801, -1.064284], [-5.049289, 1.596327, 0.777414], [-0.273876, 1.639122, -2.715590], [2.871785, -1.134683, 1.075416], [-9.793638, 1.815478, 3.327473], [1.697973, -1.701806, 4.657071], [-0.470329, -1.359394, -1.240629], [5.424360, 1.385677, 0.204951], [0.040318, 0.740292, -2.566898], [-4.160349, 2.489314, 1.256995], [-0.465110, -2.237232, -1.893081], [1.181326, -0.910945, 4.112046], [6.979134, 2.181807, -5.640558], [6.147781, 1.626974, -4.512058], [7.821511, -2.805128, 4.309353], [-11.008250, 0.575917, 2.965675], [-1.223521, -1.556999, -0.476335], [7.922711, 1.638876, -5.710836], [-4.360118, 1.030507, -0.739080]],
  "atomic_forces_ev_per_a": [[0.0452, 0.0687, -0.1494], [0.1393, -0.0723, -0.0806], [-0.0341, -0.4146, -1.4666], [0.1294, -0.0789, 0.1146], [0.4995, 0.7752, 0.8892], [0.0097, -0.0060, 0.0252], [0.1187, 0.1479, 0.0057], [0.0738, -0.0719, 0.0276], [-0.3868, -0.1310, -0.2278], [-0.0594, -0.0473, 0.1665], [0.1161, 0.0770, -0.1013], [-0.2062, 0.0032, -0.2299], [-0.0256, -0.0035, 0.0338], [-0.3584, -0.3479, -0.7817], [0.1527, 0.0700, -0.1013], [0.1503, -0.2694, 0.0867], [0.5515, -0.1391, 0.2687], [-0.0641, -0.0816, 0.4275], [-0.0687, 0.1575, 0.0725], [0.0094, 0.0122, 0.0000], [-0.1631, -0.0314, 0.0093], [-0.0049, 0.0375, 0.2015], [0.0395, -0.0801, -0.0541], [0.0451, -0.1165, -0.1504], [0.2116, -0.4753, 0.3430], [-0.0617, -0.7989, 0.0778], [-0.0110, 0.0121, -0.0037], [-0.0459, 0.0917, -0.0392], [0.0076, -0.0061, -0.0124], [0.0927, 0.1403, 0.1325], [-0.2077, 1.4202, -0.1322], [-0.0151, 0.0160, 0.0489], [-0.1460, -0.0966, -0.0206], [-0.3602, -0.7169, -0.0659], [-0.0407, -0.0253, -0.0032], [-0.0502, 0.2045, 0.0255], [0.0997, -0.1361, -0.0467], [0.1775, 0.2308, -0.0921], [-0.1859, -0.1940, 0.1096], [0.0002, 0.0264, 0.0065], [0.2228, -0.9529, 0.1395], [1.6191, 0.4530, 0.9038], [0.0054, 0.0237, 0.0038], [-0.3595, -1.0908, -1.4162], [-0.0080, -0.0088, 0.0115], [0.2236, 0.0866, -0.2073], [0.0139, -0.0463, -0.1204], [-0.1807, 0.1209, 0.0618], [-0.0412, 0.0863, -0.1436], [0.0088, -0.0633, -0.1574], [0.1609, -0.0847, 0.0760], [-0.1213, 0.0762, 0.2529], [0.0410, -0.0498, 0.0493], [-0.0297, 0.1471, -0.2535], [-0.0210, -0.0255, -0.1683], [0.0190, -0.0107, 0.0091], [-0.0396, -0.0116, 0.0615], [0.0826, -0.1860, -0.1623], [-1.6039, 1.1241, 0.5622], [0.1598, 0.2469, -0.0347], [-1.0462, -0.1110, 0.5352], [0.1122, -0.0019, -0.4514], [0.0371, 0.0318, 0.0019], [0.0064, -0.0100, -0.0050], [0.1434, 0.1245, 0.0506], [-0.3772, 0.3065, -0.2037], [0.0228, -0.0063, -0.0126], [-0.2505, 0.4669, 0.3066], [0.3625, -0.2901, -0.6209], [0.0432, 0.0204, -0.0863], [-0.3148, -0.0371, -0.1063], [-0.0311, 0.2298, 0.1688], [0.0075, 0.0090, -0.0248], [-0.1083, -0.0287, 0.2698], [-0.0285, -0.1201, 0.1276], [0.1396, -0.1890, 0.1918], [-0.0583, -0.0873, -0.1369], [1.0145, 0.7076, 1.2148]],
  "lowdin_charge": [0.0890, 0.0860, 0.0113, 0.0763, 0.1088, 0.0740, 0.0791, 0.0601, -0.0263, 0.0916, 0.0841, 0.1595, 0.0827, 0.1739, 0.0903, -0.0086, 0.0083, -0.0441, 0.0890, 0.0787, 0.0922, 0.1403, 0.1947, 0.0880, -0.0594, 0.1222, 0.0808, 0.0455, 0.0785, 0.0906, 0.1090, -0.4893, 0.0913, -0.0880, 0.0628, 0.0626, 0.0871, -0.0154, -0.0094, 0.0501, -0.4581, -0.0661, -0.5005, -0.5001, 0.0832, -0.0120, 0.0220, 0.1350, 0.0918, 0.0845, 0.0881, -0.0191, -0.4893, 0.0385, 0.0884, 0.0721, 0.0491, 0.1354, -0.2539, 0.0952, 0.9246, 0.1168, 0.0793, 0.0840, 0.0909, 0.0181, -0.4755, 0.1922, -0.0886, 0.0824, -0.0174, -0.0193, -0.4981, -0.0248, 0.0907, 0.0673, 0.0885, -0.4935]
}



[2]
{
  "formula": "C14H18AlN3O6",
  "method": "ωB97M-V/def2-TZVPD",
  "total_charge": -2,
  "gap_ev": 5.1,
  "total_energy_ev": -38161.3948,
  "symbols": ["C", "H", "H", "H", "C", "H", "N", "Al", "H", "H", "H", "C", "H", "C", "C", "C", "H", "O", "H", "H", "C", "C", "H", "O", "O", "O", "O", "H", "H", "N", "C", "N", "H", "H", "C", "O", "C", "C", "H", "C", "H", "C"],
  "coordinates": [[-1.135941, 0.044687, 3.019751], [-1.659613, 0.039723, -3.138773], [-2.122930, 2.199126, 1.237893], [3.516808, 0.622826, 3.012860], [-0.807826, -0.513375, -2.721997], [-3.539824, 0.103798, 1.499123], [1.341910, 0.775593, -2.394729], [-0.781081, -0.497466, -0.693852], [-2.726797, 3.812525, -0.968802], [-1.713480, 2.908360, -2.279313], [1.977372, 1.334226, -2.965013], [-2.331714, 2.874144, -1.378020], [1.924635, -3.048190, 4.534565], [2.854909, -1.235401, 3.776227], [-2.518499, -0.034895, 1.100879], [-2.600374, 1.680789, -0.731073], [1.052871, -1.958337, -3.477698], [-1.612266, 1.004513, 3.599876], [3.857035, -1.611933, 3.984171], [-0.903838, -1.567788, -3.022803], [-1.893069, 1.309175, 0.623829], [2.647992, 0.005312, 3.230200], [1.223964, 1.443405, 2.540985], [-2.440866, -0.912254, 0.037248], [1.571022, -1.657845, 0.611437], [-0.583635, 1.130829, 0.192600], [-1.798490, -0.760461, 2.173391], [0.278445, 1.909068, -4.122086], [-0.325652, -2.221867, 4.080201], [1.239129, -1.093261, -3.983819], [0.769348, -1.802557, -0.360541], [0.149946, 0.954019, -4.448846], [1.961995, 0.152764, -1.875879], [-3.321327, 1.012749, -1.207742], [0.505273, 0.006270, -3.340267], [0.932043, -2.755666, -1.200019], [1.792363, -2.059389, 4.105081], [0.527048, -1.582680, 3.850800], [0.780015, 0.808619, -5.231709], [1.370646, 0.457465, 2.973435], [2.238655, -0.928833, -3.920777], [0.303799, -0.347792, 3.279209]],
  "atomic_forces_ev_per_a": [[0.5982, 0.4709, 0.7014], [0.2584, -0.0660, -0.1208], [0.8145, -0.4331, 0.6184], [-0.2187, -0.0032, -0.1303], [-0.0073, 0.0486, 0.4996], [0.1063, 0.0434, -0.3183], [0.4800, 0.0871, -0.2847], [1.2719, -1.0309, -0.6222], [1.8179, 0.1663, 0.8658], [-1.5700, -0.1138, -0.8235], [-0.0569, 0.0081, 0.0947], [-0.4917, -0.0684, 0.5129], [0.1111, 0.1390, -0.0776], [0.6823, -1.0141, 0.5934], [-0.8139, -0.8512, -1.1000], [-0.6165, 0.8140, -0.1840], [0.1172, 0.1486, 0.2678], [-0.1432, -0.3505, -0.6181], [-0.0442, 0.2642, -0.2008], [-0.2162, 0.2283, 0.1647], [-1.8460, 1.2719, -0.2936], [0.5338, 0.3975, -0.0080], [-0.1207, -0.2320, -0.0825], [0.2614, 0.9388, 0.6027], [-0.1788, 0.4532, 0.1282], [-0.9950, -0.8825, 0.4505], [0.9536, 1.2813, 0.6007], [-0.1426, -0.0604, 0.0014], [0.0731, 0.1356, -0.1261], [-0.1793, -0.2268, -0.0483], [0.6317, -0.5863, 0.4158], [0.2480, 0.2862, 0.0231], [-0.5068, -0.1424, 0.3011], [1.8111, -1.1972, -0.5769], [-0.4842, 0.0683, -0.9100], [-0.4770, 0.3249, -0.4742], [-0.0574, 0.3382, -0.0453], [-0.7092, -0.9644, 0.1863], [0.0690, -0.0911, 0.1479], [0.1219, 0.8860, -0.1662], [-0.0605, 0.0280, 0.1181], [-1.0254, -0.5145, -0.0831]],
  "lowdin_charge": [-0.4389, 0.0396, 0.1380, 0.0974, -0.1389, 0.1501, 0.0652, 0.2792, 0.0228, 0.0372, 0.0498, -0.0329, 0.0933, -0.1189, -0.3519, -0.1075, 0.0431, 0.0930, 0.0909, 0.0511, -0.3749, -0.0987, 0.1241, -0.1135, -0.1547, -0.1011, 0.0548, 0.0392, 0.1174, 0.0532, -0.6950, 0.0323, 0.0685, 0.1027, -0.6985, -0.1968, -0.0945, -0.0462, 0.0313, -0.0268, 0.0526, -0.1372]
}



[3]
{
  "formula": "C17H15IKN3",
  "method": "ωB97M-V/def2-TZVPD",
  "de_lowest_kj_mol": 0.0,
  "gap_ev": 6.5,
  "total_energy_ev": -46768.8665,
  "symbols": ["C", "H", "H", "C", "H", "H", "C", "C", "H", "H", "H", "C", "H", "C", "C", "C", "N", "I", "N", "C", "H", "C", "H", "K", "H", "C", "H", "H", "C", "C", "C", "C", "H", "C", "C", "H", "N"],
  "coordinates": [[5.024052, 0.130390, 0.206376], [-2.000900, -1.812271, 1.559620], [5.768743, -1.663811, -0.696289], [-2.982777, 2.380221, 1.041885], [-3.925875, 0.549484, 0.497661], [-1.179103, 0.130824, -1.497235], [-2.141609, -1.210785, 0.655082], [4.895690, -1.142281, -0.326106], [0.370759, -0.679616, -3.243468], [-0.926898, -3.641893, 0.483831], [0.607169, -4.466366, -1.262287], [-4.108626, 3.204368, 0.876761], [-5.095102, 2.880831, 0.577424], [-1.161717, -1.700623, -0.391265], [0.592315, -2.626327, -2.368020], [-3.690453, 4.496830, 1.177155], [-1.949681, 0.188471, 0.960920], [3.985226, 2.681137, 1.472120], [-1.889357, 3.121062, 1.431194], [2.557203, -1.023232, 0.105642], [5.979997, 0.628879, 0.265625], [3.869624, 0.747244, 0.662893], [1.265458, -2.984994, -3.136431], [0.285148, 1.631965, 1.350359], [1.559768, -1.445845, 0.076897], [3.642089, -1.731488, -0.379840], [3.496565, -2.718980, -0.793862], [-1.664177, 5.183875, 1.801657], [0.222362, -3.455492, -1.318345], [-0.780335, -0.875388, -1.446961], [-2.964657, 0.971554, 0.822629], [0.089357, -1.332877, -2.426958], [-3.163754, -1.412731, 0.299657], [-0.643818, -2.991194, -0.336141], [-2.331133, 4.382744, 1.508556], [-4.278642, 5.401117, 1.164671], [2.667101, 0.205191, 0.624611]],
  "atomic_forces_ev_per_a": [[-0.0145, -0.0012, 0.0048], [-0.0004, 0.0015, 0.0033], [-0.0012, -0.0010, 0.0002], [0.0087, -0.0236, -0.0117], [-0.0023, 0.0045, 0.0008], [-0.0006, -0.0003, 0.0018], [-0.0065, 0.0039, 0.0045], [-0.0069, -0.0049, -0.0019], [0.0006, -0.0001, -0.0001], [0.0013, 0.0002, 0.0004], [-0.0005, 0.0001, 0.0001], [-0.0190, -0.0013, -0.0084], [-0.0004, 0.0006, 0.0007], [-0.0072, 0.0099, -0.0089], [0.0001, 0.0037, -0.0005], [0.0044, -0.0049, 0.0159], [0.0107, -0.0240, -0.0207], [-0.0051, 0.0090, 0.0083], [0.0107, -0.0280, -0.0066], [0.0069, 0.0081, 0.0072], [-0.0006, 0.0014, 0.0009], [0.0062, -0.0113, -0.0103], [-0.0006, -0.0005, -0.0006], [0.0084, 0.0854, 0.0523], [0.0004, 0.0011, 0.0012], [0.0108, -0.0012, -0.0008], [0.0013, -0.0004, 0.0011], [0.0014, -0.0002, -0.0043], [0.0011, 0.0001, 0.0066], [-0.0020, 0.0020, 0.0036], [-0.0009, 0.0154, 0.0072], [-0.0011, -0.0057, -0.0047], [-0.0012, -0.0032, -0.0008], [-0.0035, -0.0048, -0.0044], [-0.0026, 0.0079, -0.0098], [-0.0023, -0.0010, 0.0014], [0.0067, -0.0371, -0.0277]],
  "lowdin_charge": [-0.1302, 0.1134, 0.1133, -0.3839, 0.1213, 0.1132, -0.2104, -0.0557, 0.1050, 0.1117, 0.1023, -0.0906, 0.0893, -0.2219, -0.1110, -0.1296, -0.0888, 0.8978, -0.0777, -0.1155, 0.0946, -0.7908, 0.1014, 0.7181, 0.0904, -0.0444, 0.1074, 0.0826, -0.0996, -0.0458, -0.1443, -0.0850, 0.1197, -0.0566, -0.2293, 0.0751, -0.0453]
}